Version 1
The following is a DFT calculation (the ωB97M-V functional and the def2-TZVPD basis) of one molecule with the formula C2H3N2OP.

Summary:
Gap between HOMO and LUMO ... 9.8 eV
SMILES string ... On1nccp1
Highest occupied orbital energy ... -9.4 eV
LUMO ... 0.016 hartree

Positions of all 9 atoms, in Å:
O (2.06968, -1.22784, -0.18297)
N (0.78173, -0.36342, 0.09105)
N (-0.34096, -1.00858, 0.03442)
C (-1.32133, -0.15017, -0.01326)
C (-0.87961, 1.15003, -0.13945)
P (0.80113, 1.31755, -0.07835)
H (2.71494, -1.18118, 0.64177)
H (-2.39661, -0.53990, -0.01965)
H (-1.42896, 2.00351, -0.33356)

***

Version 2
The following is a DFT calculation (the ωB97M-V functional and the def2-TZVPD basis) of one molecule with the formula C2H3N2OP.

Summary:
Gap between HOMO and LUMO ... 8.4 eV
SMILES string ... N/N=C\P=C=O
Highest occupied orbital energy ... -8.6 eV
LUMO ... -0.006 hartree

Positions of all 9 atoms, in Å:
N (-1.64025, 0.54623, -0.06612)
N (-1.06972, -0.64348, 0.04077)
C (0.10144, -1.11351, 0.19676)
P (2.16882, -0.89398, 0.11325)
C (2.10652, 0.70592, -0.20321)
O (2.12829, 1.86315, -0.41556)
H (-2.63096, 0.44634, 0.12740)
H (-1.16347, 1.29196, 0.24474)
H (-0.00068, -2.20263, -0.03804)

***

Version 3
The following is a DFT calculation (the ωB97M-V functional and the def2-TZVPD basis) of one molecule with the formula C2H3N2OP.

Summary:
Gap between HOMO and LUMO ... 8.0 eV
Highest occupied orbital energy ... -8.2 eV
LUMO ... -0.006 hartree

Positions of all 9 atoms, in Å:
C (0.67277, -0.51871, 1.68233)
C (-0.01122, 0.26565, -0.33014)
N (-0.49057, -1.04719, 1.66143)
N (-1.36203, -1.12280, 0.92035)
O (0.87455, 0.26504, 0.54315)
P (0.24116, 0.84478, -2.02417)
H (1.54817, -0.71257, 2.24724)
H (-0.70375, 1.81043, -1.78296)
H (-0.76909, 0.21536, -2.91723)

***

version 1 is the most stable structure; the next one sits 0.381 eV above it.

***

Version 1
The following is a DFT calculation (the ωB97M-V functional and the def2-TZVPD basis) of an isolated ion of composition C5H15N2S and charge +1.

Summary:
Gap between HOMO and LUMO ... 8.6 eV
SMILES string ... C[NH2+]CCNCCS
Net charge ... +1
Highest occupied orbital energy ... -11.8 eV
LUMO ... -0.115 hartree

Positions of all 23 atoms, in Å:
C (-1.14181, 0.63584, 2.92354)
N (-0.50541, -0.45686, 2.11422)
C (-1.08715, -0.62194, 0.70669)
C (0.00626, -1.25242, -0.11301)
N (1.12387, -0.30978, -0.28498)
C (0.84837, 0.80054, -1.18561)
C (0.54459, 0.41653, -2.65536)
S (1.19795, 1.65770, -3.81741)
H (-2.00956, 0.26029, 3.46436)
H (-0.45940, 0.98102, 3.69486)
H (-1.39702, 1.46636, 2.28028)
H (-0.63749, -1.31512, 2.62720)
H (0.46648, -0.17647, 1.93999)
H (-1.37330, 0.39469, 0.44345)
H (-2.01089, -1.19808, 0.76633)
H (-0.44239, -1.75821, -0.97889)
H (0.28214, -2.13112, 0.49712)
H (1.87702, -0.95755, -0.49845)
H (0.01323, 1.38587, -0.80191)
H (1.74798, 1.41415, -1.16126)
H (1.13290, -0.48823, -2.83613)
H (-0.49860, 0.22492, -2.87490)
H (2.32224, 1.02790, -4.25011)

***

Version 2
The following is a DFT calculation (the ωB97M-V functional and the def2-TZVPD basis) of C5H15N2S as an isolated structure.

Summary:
Gap between HOMO and LUMO ... 4.9 eV
Net charge ... +1
Highest occupied orbital energy ... -13.3 eV
LUMO ... -0.310 hartree

Positions of all 23 atoms, in Å:
C (0.51172, 2.18754, -0.90691)
N (1.48828, -0.54233, 0.89018)
C (0.69576, -0.51205, 2.18529)
C (-0.43135, -1.48484, 2.07403)
S (-1.77463, -0.77295, 1.05664)
C (0.76569, 0.94836, -1.74974)
N (0.16922, -0.28518, -1.24876)
C (0.47447, 1.15431, -3.27545)
H (-0.53228, 2.73816, -1.12129)
H (0.32080, 2.03103, 0.11062)
H (1.23367, 3.02482, -0.94865)
H (0.43152, 0.48346, 2.49804)
H (1.38416, -0.98438, 3.14648)
H (-1.06730, -1.63194, 2.97127)
H (0.10682, -2.28065, 1.67102)
H (-2.68597, -1.75019, 1.07347)
H (1.85163, 0.73662, -1.83400)
H (2.51297, -0.68630, 0.77132)
H (0.88726, -0.49432, -0.26522)
H (-0.87762, -0.33487, -1.39702)
H (-0.53972, 1.73099, -3.51478)
H (1.29278, 1.65067, -3.86241)
H (0.37513, 0.16675, -3.65835)

***

version 1 is the most stable structure; the next one sits 7.317 eV above it.

***

Version 1
The following is a DFT calculation (the ωB97M-V functional and the def2-TZVPD basis) of a 3-piece molecular cluster, C2H10N2O3 overall.

Summary:
Gap between HOMO and LUMO ... 10.6 eV
SMILES string ... NCC(N)=O.O.O
Highest occupied orbital energy ... -10.0 eV
LUMO ... 0.024 hartree

Positions of all 17 atoms, in Å:
N (1.23753, -0.10227, -0.29927)
C (0.10037, -0.33599, -1.25353)
C (-1.15467, 0.18479, -0.63139)
N (-1.50209, -0.40664, 0.52699)
O (-1.70453, 1.18036, -1.12050)
H (2.08158, -0.29252, -0.83419)
H (1.29174, 0.90359, -0.12824)
H (0.22444, 0.14052, -2.22296)
H (0.13730, -1.41190, -1.44663)
H (-0.77991, -0.93002, 0.99975)
H (-2.20680, -0.03665, 1.14496)
O (0.44581, -2.40357, 2.43299)
H (0.84182, -2.45713, 1.54780)
H (0.98523, -3.07894, 2.86457)
O (0.36346, 2.94074, -0.59664)
H (-0.40074, 2.39377, -0.85415)
H (0.03945, 3.71187, -0.12957)

***

Version 2
The following is a DFT calculation (the ωB97M-V functional and the def2-TZVPD basis) of a 3-piece molecular cluster, C2H10N2O3 overall.

Summary:
Gap between HOMO and LUMO ... 10.1 eV
SMILES string ... CNC(N)=O.O.O
Highest occupied orbital energy ... -9.8 eV
LUMO ... 0.012 hartree

Positions of all 17 atoms, in Å:
C (-2.47117, 0.12576, -0.21764)
N (-1.07137, 0.56204, -0.18132)
C (-0.62169, 0.66713, 1.10302)
N (0.71023, 0.75631, 1.09749)
O (-1.15501, 0.81224, 2.25212)
H (-2.86559, -0.78848, 0.37994)
H (-3.00483, 0.01345, -1.26669)
H (-3.12517, 0.83307, 0.35761)
H (-0.44365, 0.28738, -0.89696)
H (1.09116, 0.68908, 0.18762)
H (1.29011, 1.19679, 1.86466)
O (2.09132, -2.22904, -0.34443)
H (1.66629, -2.78724, -0.78744)
H (1.59538, -2.04346, 0.47349)
O (1.71479, -0.13036, -2.74290)
H (1.28976, 0.57585, -3.03091)
H (2.38287, 0.41502, -2.32522)

***

version 1 is the most stable structure; the next one sits 2.114 eV above it.